Record 1
Formula: C2H15N2O3
Source: the Open Molecules 2025 dataset
Level of theory: wB97M-V/def2-TZVPD

Cartesian coordinates (Å):
N1 -0.21 2.24 0.59
C1 0.35 1.41 -0.50
C2 1.63 0.61 0.05
N2 1.85 -0.72 -0.47
H1 0.50 2.45 1.29
H2 -0.37 3.21 0.24
H3 -1.07 1.87 1.02
H4 -0.27 0.55 -0.65
H5 0.62 1.93 -1.43
H6 2.46 1.26 -0.23
H7 1.48 0.69 1.13
H8 2.58 -0.70 -1.16
H9 1.92 -1.47 0.19
H10 -1.91 -0.77 -2.64
H11 -1.88 -1.58 -1.34
O1 -2.46 -1.11 -1.93
H12 -0.60 -0.84 1.75
H13 -1.93 -0.30 2.23
O2 -1.06 -0.01 1.92
H14 -1.09 -3.46 -0.17
H15 0.14 -2.54 -0.19
O3 -0.67 -2.72 0.30

The calculation puts the HOMO-LUMO gap at 0.381 hartree. The total energy comes out at -11433.3381 eV. The calculation puts the LUMO energy at -3.28 eV. The charge is +1.

Atom charges from the Löwdin analysis, given in e for atoms 1 to 8: 0.16 -0.13 -0.25 0.03 0.16 0.19 0.15 0.09

Record 2
Formula: C2H15N2O3
Source: the Open Molecules 2025 dataset
Level of theory: wB97M-V/def2-TZVPD

Cartesian coordinates (Å):
C1 1.62 0.07 1.23
N1 0.48 0.06 2.05
C2 1.95 -1.27 0.63
N2 3.20 -1.10 -0.10
H1 2.49 0.47 1.75
H2 1.45 0.84 0.42
H3 0.47 0.38 3.00
H4 -0.41 0.31 1.60
H5 1.19 -1.60 -0.09
H6 2.11 -2.03 1.38
H7 2.28 0.30 -1.50
H8 3.27 -0.22 -0.68
H9 3.50 -1.96 -0.55
H10 -2.76 0.60 -0.10
H11 -1.43 0.37 -0.87
O1 -1.81 0.62 0.00
H12 -5.74 0.45 -0.48
H13 -5.42 1.93 -0.07
O2 -5.16 1.01 0.03
H14 0.22 -0.16 -2.42
H15 -0.81 0.85 -2.89
O3 -0.70 0.07 -2.33

The calculation puts the HOMO-LUMO gap at 0.175 hartree. The total energy comes out at -11427.7061 eV. The calculation puts the LUMO energy at -8.62 eV. The charge is +1.

Atom charges from the Löwdin analysis, given in e for atoms 1 to 8: -0.28 0.10 -0.23 0.14 0.14 0.13 0.11 0.07

Record 3
Formula: C2H15N2O4
Source: the Open Molecules 2025 dataset
Level of theory: wB97M-V/def2-TZVPD

Cartesian coordinates (Å):
C1 2.84 1.27 -1.12
N1 1.84 0.91 -0.12
C2 0.81 0.06 -0.47
N2 0.01 -0.55 0.45
H1 3.50 1.97 -0.64
H2 2.31 1.90 -1.86
H3 3.33 0.40 -1.55
H4 1.97 1.01 0.88
H5 0.58 -0.09 -1.51
H6 0.18 -0.62 1.43
H7 -0.74 -1.13 0.15
H8 2.67 1.50 3.01
H9 1.43 2.17 3.17
O1 1.78 1.48 2.61
H10 -1.49 -3.70 1.30
H11 -2.55 -2.64 1.34
O2 -1.73 -2.91 1.77
H12 -2.51 -0.89 -1.96
H13 -1.70 -1.77 -2.87
O3 -1.68 -1.41 -1.99
H14 -2.44 1.83 -0.62
H15 -3.67 1.77 -1.57
O4 -2.84 1.32 -1.32

The calculation puts the HOMO-LUMO gap (alpha / beta) at 0.144 / 0.305 hartree. The total energy comes out at -13485.1324 eV. The calculation puts the LUMO energy (alpha / beta) at 0.63 / 0.59 eV. The spin multiplicity is 2.

Atom charges from the Löwdin analysis, given in e for atoms 1 to 8: -0.13 -0.13 -0.31 0.04 0.07 0.08 0.06 0.05

Record 4
Formula: C2H15N2O4
Source: the Open Molecules 2025 dataset
Level of theory: wB97M-V/def2-TZVPD

Cartesian coordinates (Å):
C1 -0.28 1.63 -0.18
C2 0.21 0.43 -0.57
N1 1.47 -0.10 -0.34
N2 -1.76 1.69 -0.12
H1 0.15 2.60 -0.02
H2 -0.39 -0.14 -1.25
H3 1.72 -0.97 -0.78
H4 2.21 0.47 0.04
H5 -2.16 0.90 -0.62
H6 -2.14 1.64 0.87
H7 -2.10 2.58 -0.51
H8 3.42 2.78 1.11
H9 4.49 2.19 0.15
O1 3.67 2.00 0.60
H10 -0.34 -3.45 -1.30
H11 -0.28 -2.66 0.03
O2 -0.58 -2.60 -0.90
H12 0.68 -2.26 2.33
H13 0.69 -1.14 1.27
O3 0.12 -1.80 1.69
H14 -3.30 -1.76 -0.07
H15 -2.41 -1.17 -1.03
O4 -3.09 -0.87 -0.40

The calculation puts the HOMO-LUMO gap (alpha / beta) at 0.119 / 0.298 hartree. The total energy comes out at -13483.7007 eV. The calculation puts the LUMO energy (alpha / beta) at 0.43 / 0.41 eV. The spin multiplicity is 2.

Atom charges from the Löwdin analysis, given in e for atoms 1 to 8: -0.24 -0.27 0.04 0.05 0.04 0.08 0.09 0.05

Record 5
Formula: C2H15N2O4
Source: the Open Molecules 2025 dataset
Level of theory: wB97M-V/def2-TZVPD

Cartesian coordinates (Å):
C1 -0.77 1.41 0.98
C2 -0.58 0.09 0.87
N1 0.36 -0.52 -0.07
N2 -1.41 2.00 2.03
H1 -0.16 2.10 0.39
H2 -1.00 -0.58 1.61
H3 0.60 0.14 -0.81
H4 1.15 -0.71 0.56
H5 0.18 -1.45 -0.49
H6 -2.00 1.57 2.72
H7 -1.38 3.00 2.12
H8 1.68 -3.67 -0.27
H9 2.95 -3.27 -0.55
O1 2.13 -2.80 -0.30
H10 -2.18 2.44 -1.85
H11 -1.73 2.27 -3.20
O2 -1.34 2.48 -2.33
H12 -1.31 -3.68 -1.66
H13 -2.10 -2.46 -1.09
O3 -1.23 -2.85 -1.19
H14 2.49 2.10 1.28
H15 3.22 1.18 0.34
O4 2.45 1.20 0.91

The calculation puts the HOMO-LUMO gap at 0.348 hartree. The total energy comes out at -13480.9865 eV. The calculation puts the LUMO energy at -2.57 eV. The charge is +1.

Atom charges from the Löwdin analysis, given in e for atoms 1 to 8: -0.20 -0.13 0.16 0.08 0.13 0.12 0.16 0.13

Record 6
Formula: C2H15N2O4
Source: the Open Molecules 2025 dataset
Level of theory: wB97M-V/def2-TZVPD

Cartesian coordinates (Å):
C1 1.39 1.64 -1.71
N1 1.05 0.52 -0.83
C2 -0.18 0.25 -0.55
N2 -0.49 -0.69 0.40
H1 0.55 2.10 -2.21
H2 2.02 1.38 -2.61
H3 2.06 2.29 -1.02
H4 1.81 -0.06 -0.47
H5 -1.07 1.12 -1.00
H6 0.16 -1.46 0.69
H7 -1.40 -0.83 0.75
H8 3.78 -1.75 1.12
H9 2.89 -1.20 2.10
O1 2.94 -1.44 1.20
H10 -2.38 -0.34 3.42
H11 -3.26 -1.47 2.71
O2 -2.57 -0.74 2.49
H12 0.40 -0.80 -3.47
H13 -1.09 -1.38 -3.19
O3 -0.43 -0.64 -3.03
H14 -1.66 2.32 1.72
H15 -2.18 0.98 1.71
O4 -1.42 1.44 1.37

The calculation puts the HOMO-LUMO gap at 0.409 hartree. The total energy comes out at -13480.5243 eV. The calculation puts the LUMO energy at -2.49 eV. The charge is +1.

Atom charges from the Löwdin analysis, given in e for atoms 1 to 8: -0.05 -0.01 -0.20 0.14 0.08 0.10 0.13 0.14